The following is a quantum chemistry calculation of C49H42N6O2Ti as an isolated structure in a non-equilibrium geometry, from the OMol25 dataset.

```
! RIJCOSX wB97M-V def2-TZVPD def2/J DEFGRID3
* xyz 0 3
Ti 0.27138 0.12016 0.74228
C 0.52891 2.83606 2.54844
N -0.36556 1.73935 2.79820
C -1.79661 1.82311 2.70235
C -2.42583 1.57509 1.35732
N -1.87042 1.00704 0.32558
C -2.85378 0.92086 -0.64730
C -2.79841 0.39177 -1.93221
C -3.96260 0.40081 -2.67767
C -5.15533 0.92861 -2.16470
C -5.22105 1.46902 -0.89242
C -4.04902 1.45358 -0.14986
N -3.73431 1.88410 1.12538
C 0.79140 3.17608 1.10704
N 0.65814 2.36337 0.09863
C 1.02206 3.08552 -1.02824
C 1.06419 2.70631 -2.36547
C 1.52165 3.63614 -3.28039
C 1.92292 4.91908 -2.88363
C 1.87314 5.31447 -1.55835
C 1.41448 4.37445 -0.64741
N 1.23314 4.40628 0.72363
H 0.16199 3.74104 3.04942
H 1.49028 2.58606 3.00392
H 0.02852 0.82703 2.96108
H -2.22200 1.08111 3.38476
H -2.12991 2.80500 3.06007
H -1.87043 -0.01419 -2.31624
H -3.95657 -0.00778 -3.67969
H -6.04734 0.91490 -2.77707
H -6.14370 1.87470 -0.49838
H -4.37560 2.25666 1.80344
H 0.74913 1.71439 -2.66503
H 1.57079 3.37116 -4.32851
H 2.27655 5.61786 -3.63022
H 2.18392 6.30536 -1.25401
H 1.49814 5.15140 1.34359
O -0.68949 -1.15334 1.93922
C -1.36784 -2.28242 1.53050
C -1.25827 -2.48892 -0.00851
C 0.15622 -2.57246 -0.50994
C 0.70283 -3.76720 -0.95876
C 2.01726 -3.78307 -1.39739
C 2.75634 -2.61278 -1.36940
C 2.15353 -1.44834 -0.91120
C 2.92725 -0.17088 -0.77088
C 3.26331 0.14431 0.72467
O 2.12451 0.16461 1.50544
C 3.92366 1.52703 0.84277
C 4.23920 2.35385 -0.22687
C 4.76180 3.62864 -0.01508
C 4.98232 4.08978 1.27121
C 4.68134 3.26341 2.35185
C 4.15917 2.00022 2.13555
C 4.23294 -0.94949 1.19315
C 3.71908 -2.05784 1.85660
C 4.54567 -3.11327 2.21475
C 5.90109 -3.07034 1.91644
C 6.42228 -1.96500 1.25770
C 5.59169 -0.91210 0.89706
N 0.86772 -1.42945 -0.52154
C -0.82338 -3.54025 2.22144
C 0.29102 -3.44282 3.04238
C 0.82556 -4.57688 3.64305
C 0.24677 -5.81880 3.43122
C -0.87893 -5.92108 2.62231
C -1.40996 -4.78846 2.02516
C -2.83928 -2.06497 1.93105
C -3.90218 -1.99946 1.03994
C -5.18229 -1.66329 1.47718
C -5.41781 -1.39818 2.81529
C -4.36183 -1.47708 3.72014
C -3.09160 -1.80427 3.27935
H -1.73270 -1.62832 -0.48696
H -1.79894 -3.38830 -0.30594
H 0.10412 -4.66747 -0.93822
H 2.46714 -4.70579 -1.74236
H 3.79608 -2.59222 -1.66634
H 2.32397 0.65174 -1.16398
H 3.84857 -0.23408 -1.35230
H 4.07118 2.03078 -1.24643
H 4.99064 4.25774 -0.86676
H 5.39597 5.07724 1.43534
H 4.86431 3.60687 3.36321
H 3.91504 1.35344 2.97002
H 2.66043 -2.07639 2.08026
H 4.12764 -3.97439 2.72253
H 6.54874 -3.89146 2.19704
H 7.47960 -1.92028 1.02684
H 6.00630 -0.04890 0.38737
H 0.72464 -2.46310 3.19428
H 1.69726 -4.48675 4.28036
H 0.66276 -6.70285 3.89773
H -1.34454 -6.88571 2.46176
H -2.30077 -4.87086 1.41094
H -3.75758 -2.18800 -0.01627
H -5.99210 -1.60882 0.75961
H -6.41376 -1.14374 3.15620
H -4.53554 -1.28661 4.77261
H -2.26553 -1.85287 3.97917
*
```

Calculated values
⟨S²⟩ = 2.01
HOMO level (spin up / spin down) = -4.9 / -8.2 eV
electronic energy = -87650.7329 eV
ΔE to the lowest compared entry with this formula, charge and spin = 0.0 kJ/mol
Kohn-Sham gap (spin up / spin down) = 5.16 / 8.53 eV
maximum force = 1.49 eV/Å

Atom charges from the Mulliken analysis, given in e for atoms 1 to 4: Ti -0.210; C -1.798; N 0.244; C -1.720